1.
{
  "formula": "ClH8O4",
  "method": "ωB97M-V with the def2-TZVPD basis set",
  "lumo_energy_ev": 3.8,
  "relative_energy_kcal_mol": 5.1,
  "fmax_ev_per_a": 1.24,
  "homo_ev": -5.57,
  "homo_lumo_gap_ev": 9.352,
  "total_charge": -1,
  "elements": ["Cl", "O", "H", "H", "O", "H", "H", "O", "H", "H", "O", "H", "H"],
  "xyz": [[-0.50, 0.91, 0.29], [-2.42, -1.03, 2.16], [-1.78, -1.57, 2.63], [-1.88, -0.38, 1.71], [-1.31, 1.55, -2.83], [-0.62, 2.11, -3.17], [-1.03, 1.33, -1.94], [0.71, -1.99, 0.33], [0.60, -2.18, 1.27], [0.43, -1.08, 0.24], [2.65, 1.01, -0.54], [3.30, 0.46, -0.09], [1.84, 0.87, -0.06]],
  "nbo_charge": [-0.918, -0.968, 0.448, 0.504, -0.974, 0.453, 0.504, -0.977, 0.447, 0.498, -0.967, 0.451, 0.499]
}

2.
{
  "formula": "ClHNO2P",
  "method": "ωB97M-V with the def2-TZVPD basis set",
  "lumo_energy_ev": [-2.7, -2.7],
  "relative_energy_kcal_mol": 98.2,
  "fmax_ev_per_a": 3.85,
  "homo_ev": [-9.67, -9.67],
  "homo_lumo_gap_ev": [6.961, 6.960],
  "total_charge": 0,
  "elements": ["N", "O", "O", "P", "Cl", "H"],
  "xyz": [[0.29, 1.99, -0.09], [-0.01, 3.11, 0.27], [1.51, 1.34, 0.02], [-0.02, 0.40, -0.54], [-3.23, 0.62, 0.20], [-1.37, 0.32, 0.35]],
  "nbo_charge": [0.211, -0.176, -0.469, 0.844, -0.515, 0.105]
}

3.
{
  "formula": "ClHNO3P",
  "method": "ωB97M-V with the def2-TZVPD basis set",
  "smiles": "O=[NH+][O-].O=PCl",
  "lumo_energy_ev": -0.7,
  "relative_energy_kcal_mol": 25.9,
  "fmax_ev_per_a": 3.65,
  "homo_ev": -10.90,
  "homo_lumo_gap_ev": 10.216,
  "total_charge": 0,
  "elements": ["N", "O", "O", "O", "P", "Cl", "H"],
  "xyz": [[-1.16, -0.73, 0.01], [1.03, 2.19, -0.06], [-0.61, -0.22, -0.90], [-2.36, -1.04, 0.06], [1.59, 1.03, -0.72], [1.93, -0.40, 0.72], [-0.41, -0.83, 0.89]],
  "nbo_charge": [0.396, -0.997, -0.381, -0.340, 1.379, -0.397, 0.339]
}

4.
{
  "formula": "ClHNP",
  "method": "ωB97M-V with the def2-TZVPD basis set",
  "smiles": "[H]/P=N/Cl",
  "lumo_energy_ev": -1.0,
  "relative_energy_kcal_mol": 51.4,
  "fmax_ev_per_a": 3.47,
  "homo_ev": -9.75,
  "homo_lumo_gap_ev": 8.775,
  "total_charge": 0,
  "elements": ["N", "P", "Cl", "H"],
  "xyz": [[-0.41, -0.34, -0.11], [0.53, 0.88, 0.08], [0.02, -1.76, -1.25], [-0.15, 1.22, 1.28]],
  "nbo_charge": [-0.817, 0.816, 0.057, -0.056]
}

5.
{
  "formula": "ClHNP",
  "method": "ωB97M-V with the def2-TZVPD basis set",
  "smiles": "N#P.Cl",
  "lumo_energy_ev": -0.6,
  "relative_energy_kcal_mol": 16.5,
  "fmax_ev_per_a": 1.96,
  "homo_ev": -10.74,
  "homo_lumo_gap_ev": 10.134,
  "total_charge": 0,
  "elements": ["N", "P", "Cl", "H"],
  "xyz": [[0.24, 1.52, 0.03], [0.68, 2.90, 0.17], [-0.59, -1.31, -0.08], [-0.50, -0.15, -0.52]],
  "nbo_charge": [-0.950, 0.968, -0.303, 0.285]
}

6.
{
  "formula": "ClHO3S",
  "method": "ωB97M-V with the def2-TZVPD basis set",
  "lumo_energy_ev": -1.0,
  "relative_energy_kcal_mol": 45.4,
  "fmax_ev_per_a": 3.16,
  "homo_ev": -11.95,
  "homo_lumo_gap_ev": 10.937,
  "total_charge": 0,
  "elements": ["O", "O", "O", "S", "Cl", "H"],
  "xyz": [[1.33, 1.13, 0.72], [0.25, 0.62, -1.41], [-0.88, 0.06, 0.77], [0.48, 0.28, -0.04], [-1.86, -1.09, 0.04], [0.68, -1.00, -0.09]],
  "nbo_charge": [-0.862, -0.910, -0.717, 2.216, 0.298, -0.025]
}

7.
{
  "formula": "ClI2O8V2",
  "method": "ωB97M-V with the def2-TZVPD basis set",
  "lumo_energy_ev": 0.1,
  "fmax_ev_per_a": 8.49,
  "homo_ev": -4.50,
  "homo_lumo_gap_ev": 4.588,
  "total_charge": -1,
  "elements": ["O", "V", "O", "O", "V", "O", "I", "I", "Cl", "O", "O", "O", "O"],
  "xyz": [[-0.93, 0.16, -0.09], [0.30, 1.01, 0.61], [-0.10, 2.45, 0.34], [0.46, 3.44, -2.74], [-1.02, 3.07, -2.13], [-0.98, 1.63, -1.54], [2.22, 0.84, -0.39], [0.30, 0.52, 2.75], [-0.08, -2.64, 0.69], [1.28, -2.37, 1.13], [-0.05, -3.01, -0.75], [-0.55, -3.64, 1.49], [-0.84, -1.47, 0.63]],
  "lowdin_charge": [-0.388, -0.542, -0.545, -0.451, 0.986, -0.404, 0.661, 0.665, 0.612, -0.423, -0.382, -0.300, -0.490]
}

8.
{
  "formula": "ClI2PS",
  "method": "ωB97M-V with the def2-TZVPD basis set",
  "lumo_energy_ev": [-2.7, -2.7],
  "relative_energy_kcal_mol": 56.4,
  "fmax_ev_per_a": 2.03,
  "homo_ev": [-9.16, -9.16],
  "homo_lumo_gap_ev": [6.454, 6.426],
  "total_charge": 0,
  "elements": ["P", "S", "Cl", "I", "I"],
  "xyz": [[-0.18, 0.05, 0.04], [3.21, -0.71, 0.01], [-0.91, -0.16, 1.87], [-0.82, 2.40, -0.64], [-1.30, -1.58, -1.28]],
  "nbo_charge": [0.392, -0.039, -0.238, -0.090, -0.025]
}

9.
{
  "formula": "ClIO",
  "method": "ωB97M-V with the def2-TZVPD basis set",
  "lumo_energy_ev": -0.4,
  "relative_energy_kcal_mol": 0.0,
  "fmax_ev_per_a": 6.48,
  "homo_ev": -8.91,
  "homo_lumo_gap_ev": 8.469,
  "total_charge": 0,
  "elements": ["O", "Cl", "I"],
  "xyz": [[1.16, -1.43, -0.01], [-0.98, 0.72, 0.66], [0.11, -1.04, 1.25]],
  "nbo_charge": [-1.048, -0.304, 1.352]
}

10.
{
  "formula": "ClIn2",
  "method": "ωB97M-V with the def2-TZVPD basis set",
  "lumo_energy_ev": -32.1,
  "relative_energy_kcal_mol": 9.9,
  "fmax_ev_per_a": 2.74,
  "homo_ev": -37.58,
  "homo_lumo_gap_ev": 5.511,
  "total_charge": 5,
  "elements": ["In", "In", "Cl"],
  "xyz": [[0.57, 2.16, -1.04], [-0.51, -2.33, 1.15], [-0.07, 0.17, -0.11]],
  "nbo_charge": [2.709, 2.762, -0.470]
}

11.
{
  "formula": "ClKMg",
  "method": "ωB97M-V with the def2-TZVPD basis set",
  "lumo_energy_ev": -11.3,
  "relative_energy_kcal_mol": 0.0,
  "fmax_ev_per_a": 0.80,
  "homo_ev": -20.16,
  "homo_lumo_gap_ev": 8.814,
  "total_charge": 2,
  "elements": ["K", "Mg", "Cl"],
  "xyz": [[5.49, -15.88, 11.27], [10.30, -16.45, 9.68], [8.25, -16.51, 10.41]],
  "nbo_charge": [0.996, 1.838, -0.834]
}

12.
{
  "formula": "ClMnO8S2",
  "method": "ωB97M-V with the def2-TZVPD basis set",
  "lumo_energy_ev": [7.6, 7.3],
  "relative_energy_kcal_mol": 0.0,
  "fmax_ev_per_a": 2.22,
  "homo_ev": [1.17, 1.17],
  "multiplicity": 6,
  "homo_lumo_gap_ev": [6.386, 6.157],
  "total_charge": -3,
  "elements": ["Mn", "S", "O", "O", "O", "O", "S", "O", "O", "O", "O", "Cl"],
  "xyz": [[9.71, 25.00, 7.64], [6.71, 26.49, 7.31], [5.50, 25.63, 7.14], [6.64, 27.05, 8.66], [7.99, 25.66, 7.13], [6.79, 27.53, 6.28], [12.56, 26.14, 6.08], [11.44, 25.51, 6.88], [12.25, 25.99, 4.64], [12.65, 27.56, 6.41], [13.82, 25.43, 6.44], [10.07, 25.87, 9.97]],
  "nbo_charge": [1.595, 2.583, -1.100, -1.070, -1.199, -1.073, 2.595, -1.199, -1.098, -1.074, -1.099, -0.861]
}

13.
{
  "formula": "ClN3O13",
  "method": "ωB97M-V with the def2-TZVPD basis set",
  "lumo_energy_ev": 10.0,
  "relative_energy_kcal_mol": 83.3,
  "fmax_ev_per_a": 8.42,
  "homo_ev": 4.42,
  "homo_lumo_gap_ev": 5.549,
  "total_charge": -4,
  "elements": ["N", "O", "O", "O", "N", "O", "O", "O", "N", "O", "O", "O", "Cl", "O", "O", "O", "O"],
  "xyz": [[3.55, 1.65, -0.52], [2.48, 2.07, -0.49], [3.95, 0.94, -1.50], [4.37, 2.09, 0.27], [-3.27, 2.36, 1.84], [-2.27, 2.60, 1.21], [-3.29, 1.45, 2.74], [-4.21, 3.08, 1.81], [-0.78, -4.02, -0.11], [0.29, -3.47, 0.29], [-1.34, -4.78, 0.69], [-1.35, -3.74, -1.21], [0.49, -0.01, -1.04], [-0.41, 1.03, -0.34], [0.87, 0.31, -2.32], [1.43, -0.61, -0.07], [-0.49, -0.96, -1.25]],
  "nbo_charge": [0.733, -0.440, -0.645, -0.648, 0.716, -0.462, -0.643, -0.611, 0.698, -0.516, -0.626, -0.557, 2.544, -0.887, -0.872, -0.845, -0.940]
}

It is found that the E values, taken in the order of the records, are -766.064708, -1007.157716, -1082.548776, -856.805866, -856.861481, -1084.591148, -3545.051988, -1795.062416, -832.993152, -836.963660, -1259.664936, -3009.539489, -1601.607290 hartree.